Entry 1:
This record from the Open Molecules 2025 dataset describes a 9-piece molecular cluster, C2H21NO8 overall. The level of theory is ωB97M-V/def2-TZVPD.

Calculated values
Gap between HOMO and LUMO   7.80 eV
Relative energy (zero: lowest compared OMol25 entry of this formula, charge and spin)   0.910 eV

Last column: Mulliken charge in e.
Positions of all 32 atoms, in Å:
C (-0.66221, 0.61282, -3.25970)  -1.046
C (-0.88187, -0.24024, -2.25930)  0.353
N (-2.08555, -0.25521, -1.56242)  -0.365
H (-1.37888, 1.30307, -3.68059)  0.244
H (0.33840, 0.76111, -3.64720)  0.133
H (-0.21797, -1.00391, -1.87612)  0.383
H (-2.78507, 0.42150, -1.79319)  0.158
H (-2.13784, -0.87024, -0.77442)  0.183
O (-1.33180, -3.03482, -0.54697)  -0.636
H (-1.19636, -2.51343, 0.26744)  0.391
H (-1.12311, -3.95379, -0.37802)  0.272
O (2.19055, 0.57879, 3.86105)  -0.639
H (2.56355, -0.16097, 3.39825)  0.279
H (1.50032, 1.07980, 3.39964)  0.397
O (-0.21210, 1.35977, 2.81513)  -0.668
H (-0.83244, 1.00994, 2.14231)  0.350
H (-0.60771, 1.27126, 3.68333)  0.304
O (2.30819, 2.35818, -1.91911)  -0.608
H (2.01703, 3.10255, -1.38003)  0.297
H (1.74278, 1.65633, -1.58257)  0.289
O (-2.28827, 1.22122, 1.17823)  -0.613
H (-3.12193, 0.78498, 0.97969)  0.313
H (-2.57900, 2.08405, 1.50058)  0.270
O (2.49841, -0.42117, -2.07513)  -0.567
H (2.65885, -1.36828, -2.04375)  0.270
H (2.29346, -0.22887, -2.99557)  0.293
O (-0.93079, -1.49058, 1.70768)  -0.713
H (-0.00007, -1.19157, 1.62192)  0.428
H (-0.92660, -2.08761, 2.46317)  0.305
O (1.48609, -0.33873, 1.21385)  -0.514
H (2.14894, -0.92152, 0.83174)  0.216
H (1.55299, 0.47558, 0.71007)  0.242


Entry 2:
This record from the Open Molecules 2025 dataset describes a 10-piece molecular cluster, C2H22ClN4O13 overall. The level of theory is ωB97M-V/def2-TZVPD.

Calculated values
Gap between HOMO and LUMO   8.32 eV
Total charge   -1

Last column: Mulliken charge in e.
Positions of all 42 atoms, in Å:
Cl (0.23753, -0.02091, 0.21805)  1.576
O (0.71655, 0.52901, 1.47190)  -0.641
O (1.03616, 0.39026, -0.90719)  -0.639
O (0.29084, -1.44798, 0.21161)  -0.640
O (-1.13440, 0.48994, 0.10711)  -0.654
O (-3.38262, 3.65190, 4.04565)  -0.655
H (-3.00726, 2.92940, 3.54233)  0.337
H (-2.62560, 4.15971, 4.33767)  0.317
O (-0.87437, 4.20909, -3.29754)  -0.654
H (-0.36332, 3.52524, -2.86464)  0.344
H (-1.31557, 3.75917, -4.01806)  0.309
O (5.24768, -3.78353, -2.76783)  -0.636
H (5.16138, -3.99336, -3.69775)  0.306
H (4.34662, -3.69623, -2.45688)  0.333
O (3.51295, 2.62749, 5.88728)  -0.651
H (3.47011, 2.24169, 5.01232)  0.337
H (2.92081, 2.09171, 6.41506)  0.314
O (-4.27072, -3.27239, -0.93545)  -0.645
H (-3.63613, -3.96050, -1.13550)  0.308
H (-3.75768, -2.46431, -0.93926)  0.337
O (-6.42603, 3.20898, -0.95398)  -0.638
H (-6.56401, 3.77058, -1.71674)  0.311
H (-5.54849, 3.43466, -0.64540)  0.327
O (1.19609, -5.16751, -3.09809)  -0.654
H (0.94762, -4.77972, -2.25898)  0.336
H (1.16682, -4.43833, -3.71750)  0.315
C (-5.88417, -2.35219, 4.40001)  0.599
O (-6.54674, -2.73048, 3.40156)  -0.663
N (-4.73011, -1.69449, 4.41499)  -0.458
N (-6.26306, -2.62212, 5.60244)  -0.369
H (-4.64684, -0.96369, 5.10716)  0.226
H (-4.29495, -1.41664, 3.54692)  0.237
H (-6.98404, -3.31269, 5.75542)  0.232
H (-5.62897, -2.36770, 6.34628)  0.197
C (7.26178, 1.72074, -3.79465)  0.673
O (7.25023, 1.70484, -2.58913)  -0.642
N (6.11960, 1.54273, -4.41706)  -0.406
N (8.30015, 1.82106, -4.60300)  -0.388
H (5.31423, 1.52659, -3.80778)  0.225
H (6.03684, 1.48916, -5.42224)  0.149
H (9.21716, 1.78471, -4.18124)  0.221
H (8.13401, 1.87625, -5.59771)  0.169


Entry 3:
This record from the Open Molecules 2025 dataset describes a 12-piece molecular cluster, C2H22F6NO15S2 overall. The level of theory is ωB97M-V/def2-TZVPD.

Calculated values
Gap between HOMO and LUMO   9.85 eV
Relative energy (zero: lowest compared OMol25 entry of this formula, charge and spin)   1.602 eV
Total charge   -1

Last column: Mulliken charge in e.
Positions of all 48 atoms, in Å:
C (-0.12548, -0.98027, -2.67282)  0.607
F (1.04404, -1.60116, -2.95605)  -0.211
F (-0.68441, -0.41830, -3.81296)  -0.224
F (-0.93796, -1.91062, -2.09680)  -0.219
S (0.28241, 0.43501, -1.43996)  0.835
O (1.59057, 0.14073, -0.77346)  -0.428
O (0.41205, 1.64987, -2.31328)  -0.749
N (-1.16369, 0.46573, -0.41805)  -0.242
S (-0.69843, -0.27508, 0.83698)  0.805
O (-0.37135, -1.72006, 0.68684)  -0.510
O (0.29275, 0.51114, 1.71001)  -0.655
C (-2.38753, -0.18018, 1.96963)  0.508
F (-2.43629, 0.96868, 2.63066)  -0.401
F (-3.44611, -0.41687, 1.19196)  -0.204
F (-2.43517, -1.17667, 2.86600)  -0.225
O (4.00108, 2.10372, -1.37310)  -0.600
H (4.01922, 1.19159, -1.08339)  0.430
H (4.76587, 2.50258, -0.95809)  0.237
O (-3.17100, 0.86840, -1.97543)  -0.702
H (-2.47065, 0.58212, -1.38911)  0.434
H (-3.21407, 1.81673, -1.85276)  0.330
O (1.88567, -1.61870, 2.77132)  -0.597
H (2.57257, -1.54516, 3.43388)  0.235
H (1.18260, -1.05310, 3.09073)  0.333
O (0.10018, 0.11183, 4.69952)  -0.565
H (0.67057, 0.77398, 4.30907)  0.320
H (0.37455, 0.06872, 5.61554)  0.255
O (4.34480, -0.23874, -0.07973)  -0.631
H (5.10253, -0.25244, 0.50499)  0.256
H (3.64448, -0.65199, 0.42526)  0.338
O (-3.47640, 2.09941, 4.70311)  -0.697
H (-3.25507, 1.70733, 3.85841)  0.544
H (-2.91573, 1.64582, 5.33251)  0.285
O (-0.05124, 4.39904, -2.01872)  -0.670
H (0.79941, 4.83121, -2.09530)  0.300
H (0.06794, 3.55556, -2.45526)  0.404
O (-1.83995, 2.97465, -0.12501)  -0.720
H (-1.23547, 3.47052, -0.67722)  0.388
H (-1.53688, 2.06906, -0.19045)  0.396
O (-0.02919, -5.36191, 1.38932)  -0.678
H (-0.17679, -4.42352, 1.27157)  0.375
H (0.92270, -5.45112, 1.43601)  0.298
O (-3.43572, -2.48062, -2.63322)  -0.656
H (-2.92859, -3.25360, -2.88132)  0.294
H (-2.84209, -1.97098, -2.08175)  0.376
O (3.22021, -1.32991, -5.15080)  -0.639
H (2.34675, -1.02738, -4.90227)  0.331
H (3.62225, -1.60528, -4.32693)  0.313


Entry 4:
This record from the Open Molecules 2025 dataset describes a 9-piece molecular cluster, C2H22NO8 overall. The level of theory is ωB97M-V/def2-TZVPD.

Calculated values
Gap between HOMO and LUMO   11.41 eV
Relative energy (zero: lowest compared OMol25 entry of this formula, charge and spin)   0.000 eV
Total charge   +1

Last column: Mulliken charge in e.
Positions of all 33 atoms, in Å:
C (1.39611, 1.83620, -0.57476)  -0.862
C (1.41937, 0.65421, 1.50570)  -0.185
N (1.12230, 0.67893, 0.27808)  0.361
H (0.45074, 2.27443, -0.88104)  0.329
H (1.90850, 1.52305, -1.48008)  0.319
H (1.98301, 2.55860, -0.01827)  0.333
H (1.96550, 1.46453, 1.96077)  0.284
H (1.14166, -0.18496, 2.13235)  0.245
H (0.58729, -0.07742, -0.17262)  0.192
H (-3.49271, -0.12871, -1.43096)  0.292
H (-1.99524, 0.23134, -1.58337)  0.374
O (-2.67277, -0.07384, -0.92666)  -0.731
H (-0.88478, 0.57199, -3.57904)  0.288
H (0.00840, -0.20570, -2.55994)  0.392
O (-0.63896, 0.53630, -2.64837)  -0.665
H (-3.57854, 0.77094, 2.03545)  0.303
H (-2.73786, 0.40422, 0.79579)  0.408
O (-2.67294, 0.58075, 1.76491)  -0.730
H (3.77292, -2.70335, -1.05832)  0.319
H (4.28847, -1.59639, -2.02251)  0.323
O (3.60300, -1.81387, -1.38163)  -0.676
H (-1.28238, 1.73671, 2.06347)  0.376
H (-0.65156, 2.92997, 2.80732)  0.308
O (-0.45863, 2.25986, 2.14311)  -0.575
H (-1.52681, -0.68792, 2.57271)  0.395
H (-1.10575, -2.01755, 3.27053)  0.288
O (-0.80982, -1.35325, 2.63935)  -0.631
H (-1.40281, -1.36595, -0.36853)  0.357
H (-0.64087, -1.78726, 0.90504)  0.312
O (-0.52278, -1.64332, -0.05823)  -0.732
H (1.93893, -1.69895, -2.09729)  0.398
H (0.48885, -2.07007, -1.67606)  0.329
O (1.00013, -1.60352, -2.35689)  -0.738


no.,HOMO level (eV),LUMO (eV),E_tot (eV)
1,-7.688,0.1,-20284.243
2,-6.162,2.2,-47526.938
3,-7.766,2.1,-72608.855
4,-14.359,-3.0,-20296.775